Entry 1:
ORCA calculation (ωB97M-V/def2-TZVPD) on a 2-piece molecular cluster, C2H7N3O overall.

```
! RIJCOSX wB97M-V def2-TZVPD def2/J DEFGRID3
* xyz 0 1
C 0.724 -0.275 -0.314
C 2.108 -0.693 -0.398
N -0.462 -0.382 -0.503
N -2.730 0.435 -0.333
N -1.489 0.058 0.170
O 0.716 0.989 1.414
H 2.500 -0.727 -1.426
H 2.679 0.068 0.120
H 2.298 -1.631 0.047
H -3.287 -0.307 -0.788
H -2.815 1.354 -0.927
H -0.941 0.742 0.857
H 0.700 0.368 2.080
*
```

Output
- HOMO energy: -9.005 eV
- Kohn-Sham gap: 9.66 eV
- Energy above the lowest of the compared OMol25 structures with the same formula, charge and spin: 139.85 kcal per mole


Entry 2:
ORCA calculation (ωB97M-V/def2-TZVPD) on C24H27N4O5PSc as an isolated structure.

```
! RIJCOSX wB97M-V def2-TZVPD def2/J DEFGRID3
* xyz 1 1
Sc 0.019 0.751 1.086
O -3.807 -0.338 0.480
C -2.815 0.289 0.799
N -1.766 -0.092 1.582
C -1.653 -1.375 2.207
C -2.697 -2.262 2.405
C -2.449 -3.482 3.027
C -1.169 -3.809 3.440
C -0.113 -2.924 3.243
C -0.352 -1.704 2.631
N 0.618 -0.678 2.397
C 1.964 -0.844 2.505
O 2.600 -1.849 2.751
C 2.717 0.477 2.322
C 4.024 0.589 2.751
C 4.651 1.822 2.669
C 3.957 2.908 2.155
C 2.664 2.712 1.720
N 2.056 1.521 1.787
C -2.654 1.709 0.258
C -3.723 2.341 -0.343
C -3.551 3.630 -0.821
C -2.314 4.247 -0.696
C -1.291 3.544 -0.096
N -1.453 2.302 0.376
H -3.690 -2.007 2.071
H -3.266 -4.174 3.184
H -0.981 -4.760 3.921
H 0.887 -3.179 3.559
H 4.507 -0.290 3.153
H 5.669 1.943 3.014
H 4.404 3.890 2.088
H 2.093 3.528 1.292
H -4.660 1.807 -0.411
H -4.376 4.155 -1.286
H -2.139 5.252 -1.053
H -0.307 3.984 0.012
C -1.906 0.515 -3.982
C -2.161 -0.317 -2.756
O -1.091 -0.072 -1.799
P -0.309 -1.249 -1.026
O 0.995 -0.222 -0.557
C 1.918 0.385 -1.525
C 1.557 1.821 -1.812
O 0.296 -2.047 -2.270
C 0.748 -3.426 -2.046
C 2.034 -3.636 -2.795
H -2.712 0.364 -4.701
H -0.966 0.232 -4.457
H -1.871 1.577 -3.729
H -2.196 -1.381 -2.990
H -3.090 -0.049 -2.253
H 1.879 -0.230 -2.422
H 2.901 0.287 -1.071
H 0.598 1.900 -2.321
H 2.330 2.265 -2.442
H 1.526 2.418 -0.896
H -0.047 -4.076 -2.405
H 0.874 -3.596 -0.975
H 1.900 -3.453 -3.861
H 2.367 -4.667 -2.666
H 2.823 -2.981 -2.422
*
```

Output
- HOMO energy: -10.226 eV
- Kohn-Sham gap: 7.03 eV


Entry 3:
ORCA calculation (ωB97M-V/def2-TZVPD) on C52H57As2CrN3 as an isolated structure.

```
! RIJCOSX wB97M-V def2-TZVPD def2/J DEFGRID3
* xyz 0 5
Cr -0.166 0.431 0.658
C 2.076 3.774 3.235
C 2.838 2.919 2.572
As 3.235 0.263 -0.041
C 2.865 -0.774 -1.655
C 1.672 -0.570 -2.343
C 1.299 -1.404 -3.391
C 2.121 -2.458 -3.761
C 3.321 -2.667 -3.090
C 3.692 -1.832 -2.045
C 5.077 0.738 -0.365
C 5.822 1.129 0.749
C 7.140 1.542 0.610
C 7.726 1.571 -0.648
C 6.989 1.197 -1.765
C 5.671 0.787 -1.627
As 0.080 2.880 -0.040
C 1.786 3.583 -0.715
C 2.622 2.961 -1.640
C 3.787 3.578 -2.080
C 4.139 4.831 -1.601
C 3.306 5.472 -0.693
C 2.140 4.853 -0.259
C -0.915 3.195 -1.726
C -1.973 4.101 -1.701
C -2.707 4.388 -2.848
C -2.387 3.777 -4.050
C -1.323 2.885 -4.097
C -0.598 2.600 -2.948
H 1.969 4.803 2.912
H 1.530 3.473 4.122
H 2.931 1.888 2.898
H 3.389 3.205 1.683
H 1.016 0.247 -2.059
H 0.366 -1.227 -3.911
H 1.830 -3.116 -4.571
H 3.967 -3.487 -3.377
H 4.624 -2.011 -1.523
H 5.370 1.113 1.735
H 7.705 1.844 1.482
H 8.755 1.887 -0.759
H 7.440 1.229 -2.749
H 5.101 0.512 -2.506
H 2.364 1.988 -2.042
H 4.425 3.072 -2.796
H 5.052 5.306 -1.936
H 3.564 6.455 -0.320
H 1.493 5.359 0.447
H -2.218 4.602 -0.771
H -3.524 5.098 -2.800
H -2.954 3.999 -4.945
H -1.055 2.408 -5.033
H 0.231 1.907 -3.015
C -6.676 -1.924 -0.559
C -6.323 -0.445 -0.417
C -7.022 0.108 0.833
C -6.831 0.303 -1.658
C -4.822 -0.219 -0.285
C -4.319 1.095 -0.100
C -2.983 1.301 0.033
N -2.063 0.299 -0.002
C -2.528 -0.977 -0.159
C -3.903 -1.233 -0.315
C -1.521 -1.997 -0.082
C -1.763 -3.374 -0.262
C -0.757 -4.292 -0.135
C 0.530 -3.792 0.198
C 0.719 -2.457 0.361
N -0.273 -1.539 0.210
C -0.953 -5.787 -0.348
C -0.164 -6.206 -1.597
C -0.420 -6.554 0.870
C -2.423 -6.153 -0.546
H -7.759 -2.032 -0.634
H -6.343 -2.503 0.304
H -6.237 -2.360 -1.459
H -8.096 -0.077 0.770
H -6.873 1.183 0.938
H -6.643 -0.375 1.736
H -7.912 0.177 -1.754
H -6.359 -0.082 -2.564
H -6.621 1.371 -1.599
H -4.976 1.953 -0.069
H -2.593 2.298 0.173
H -4.224 -2.254 -0.444
H -2.764 -3.692 -0.509
H 1.379 -4.451 0.313
H 1.694 -2.062 0.618
H 0.895 -5.962 -1.500
H -0.545 -5.698 -2.485
H -0.250 -7.284 -1.753
H 0.659 -6.442 0.983
H -0.632 -7.619 0.759
H -0.893 -6.206 1.790
H -2.840 -5.689 -1.442
H -3.030 -5.857 0.312
H -2.514 -7.234 -0.663
C 2.225 -1.085 3.645
C 1.231 -0.205 4.349
C 1.157 -0.181 5.734
C 0.220 0.612 6.383
C -0.662 1.386 5.641
C -0.622 1.387 4.254
C -1.583 2.211 3.448
C 0.336 0.588 3.610
N 0.417 0.581 2.231
H 2.951 -1.488 4.351
H 2.754 -0.543 2.861
H 1.722 -1.926 3.160
H 1.846 -0.788 6.309
H 0.177 0.626 7.464
H -1.397 2.003 6.145
H -2.229 2.796 4.102
H -2.217 1.570 2.827
H -1.062 2.887 2.766
*
```

Output
- HOMO energy (alpha / beta): -5.522 / -6.905 eV
- Kohn-Sham gap (alpha / beta): 5.21 / 6.03 eV
- Energy above the lowest of the compared OMol25 structures with the same formula, charge and spin: 6.47 kcal per mole


Entry 4:
ORCA calculation (ωB97M-V/def2-TZVPD) on a 2-piece molecular cluster, C4H13NO2 overall.

```
! RIJCOSX wB97M-V def2-TZVPD def2/J DEFGRID3
* xyz 0 1
C 1.368 -0.144 -1.872
C 1.128 0.374 -0.307
C 2.090 -0.285 0.680
N -0.362 0.324 0.275
C -1.035 -0.976 0.555
O -0.927 -1.094 2.093
H 0.780 -1.163 -1.955
H 0.884 0.661 -2.372
H 2.475 -0.077 -2.071
H 1.364 1.501 -0.302
H 2.441 0.466 1.368
H 1.827 -1.294 1.147
H 3.014 -0.639 0.158
H -0.263 0.819 1.187
H -2.077 -0.783 0.266
H -0.459 -1.662 -0.014
H -1.771 -1.401 2.573
O -2.032 1.719 -1.294
H -1.556 1.198 -0.598
H -1.758 1.293 -2.039
*
```

Output
- HOMO energy: -9.356 eV
- Kohn-Sham gap: 10.13 eV
- Energy above the lowest of the compared OMol25 structures with the same formula, charge and spin: 57.67 kcal per mole
- SMILES: CC(C)NCO.O